1.
Formula: C26H21F6N4O5PbS5
Source: the Open Molecules 2025 dataset
Level of theory: ωB97M-V with the def2-TZVPD basis set

Output
E_LUMO: -0.1470 Ha
E_HOMO: -11.30 eV
energy: -4381.31017 hartree
gap between HOMO and LUMO: 7.30 eV

Geometry as ORCA input:
```
! RIJCOSX wB97M-V def2-TZVPD def2/J DEFGRID3
* xyz 1 1
Pb 0.2222 0.4235 0.6385
C -1.5849 -5.4149 -1.5986
S -2.4584 -3.8507 -1.3112
C -1.0673 -2.8107 -0.9555
S -0.5198 -3.1055 0.6975
N -0.6628 -1.9769 -1.8177
N 0.2851 -1.0645 -1.4170
C 1.2458 -0.8615 -2.2254
C 2.3255 0.0716 -1.8942
C 3.2665 0.3933 -2.8513
C 4.2950 1.2677 -2.5144
C 4.3621 1.7483 -1.2245
C 3.3810 1.3683 -0.3163
N 2.3810 0.5560 -0.6358
H -2.3410 -6.1954 -1.5569
H -0.8469 -5.5925 -0.8200
H -1.1208 -5.4030 -2.5809
H 1.3030 -1.4191 -3.1578
H 3.1894 -0.0249 -3.8457
H 5.0278 1.5607 -3.2537
H 5.1451 2.4230 -0.9107
H 3.4008 1.7302 0.7033
C -2.1606 0.7580 2.7715
C -2.2931 2.1134 2.5011
C -2.9054 2.5263 1.3223
C -3.3848 1.5882 0.4177
C -3.2365 0.2302 0.6780
C -2.6277 -0.1844 1.8567
H -1.7298 0.4281 3.7093
H -1.9311 2.8455 3.2111
H -3.0126 3.5810 1.1070
H -3.8716 1.9173 -0.4896
H -3.6235 -0.5006 -0.0217
H -2.5658 -1.2402 2.0905
F 1.0868 6.4988 0.7842
C 1.1201 5.3967 1.5087
F 0.1261 5.4001 2.3862
F 2.2792 5.3126 2.1510
S 0.9911 3.9156 0.4204
O 0.9407 2.7904 1.3572
O 2.1141 3.9281 -0.4724
N -0.4039 4.1939 -0.2621
S -0.8259 3.2521 -1.4470
O -2.1768 3.4675 -1.8267
O -0.4114 1.8605 -1.1886
C 0.1936 3.7171 -2.9558
F 1.1908 2.8499 -3.1296
F 0.6824 4.9362 -2.8214
F -0.5981 3.6708 -4.0153
C 8.6479 -1.6996 5.8182
C 7.3495 -1.7646 5.0638
O 6.5327 -2.6305 5.1721
S 7.1737 -0.3736 3.9202
C 5.6313 -0.7623 3.1501
C 4.4918 -1.0119 3.9111
C 3.3119 -1.3728 3.2905
C 3.2519 -1.4611 1.8955
C 4.3792 -1.1592 1.1348
C 5.5649 -0.8193 1.7624
C 2.0289 -1.9154 1.3024
C 0.9915 -2.3551 0.8590
H 8.5109 -2.1505 6.7986
H 9.0104 -0.6778 5.9133
H 9.3906 -2.2833 5.2719
H 4.5298 -0.9333 4.9875
H 2.4328 -1.5941 3.8808
H 4.3333 -1.2203 0.0549
H 6.4494 -0.6141 1.1740
*
```

These are the Löwdin partial charges, in e, on atoms 1 to 4: number 1, Pb, carries 1.57; number 2, C, carries -0.37; number 3, S, carries 0.85; number 4, C, carries -0.93

---

2.
Formula: CHCl3
Source: the Open Molecules 2025 dataset
Level of theory: ωB97M-V with the def2-TZVPD basis set

Output
E_LUMO (alpha / beta): 0.1448 / 0.1426 Ha
E_HOMO (alpha / beta): 0.46 / -5.86 eV
energy: -1419.24183 hartree
gap between HOMO and LUMO (alpha / beta): 3.48 / 9.74 eV
ΔE to the lowest compared entry with this formula, charge and spin: 2.4 kJ/mol

Geometry as ORCA input:
```
! RIJCOSX wB97M-V def2-TZVPD def2/J DEFGRID3
* xyz -1 2
C -0.0804 0.1050 0.0075
Cl 0.6177 -0.3919 -1.5738
Cl 1.1211 0.7768 1.2277
Cl -0.8391 -1.3827 0.4772
H -0.8192 0.8929 -0.1386
*
```

These are the Löwdin partial charges, in e, on atoms 1 to 4: number 1, C, carries -1.61; number 2, Cl, carries 0.25; number 3, Cl, carries 0.05; number 4, Cl, carries 0.33

---

3.
Formula: C28H34BBiF8N8
Source: the Open Molecules 2025 dataset
Level of theory: ωB97M-V with the def2-TZVPD basis set

Output
E_LUMO: 0.0126 Ha
E_HOMO: -7.79 eV
energy: -2563.76839 hartree
gap between HOMO and LUMO: 8.14 eV
ΔE to the lowest compared entry with this formula, charge and spin: 27.7 kJ/mol

Geometry as ORCA input:
```
! RIJCOSX wB97M-V def2-TZVPD def2/J DEFGRID3
* xyz 0 1
Bi 0.1368 0.0610 0.1710
C 2.3011 -2.4416 -1.6556
N 0.9009 -2.3740 -1.2324
C 0.5832 -3.5429 -0.4141
C 0.0334 -2.2926 -2.4095
C -0.0552 -0.8453 -2.8650
N -0.7168 -0.0114 -1.8511
C -2.1160 -0.1136 -1.9831
C -2.8799 -1.0255 -1.2595
F -2.2593 -1.8151 -0.3564
C -4.2473 -1.1260 -1.4034
F -4.9189 -2.0076 -0.6521
C -4.9195 -0.3299 -2.3099
C -4.1801 0.5641 -3.0547
F -4.7930 1.3570 -3.9441
C -2.8087 0.6731 -2.8994
F -2.1360 1.5639 -3.6409
H 2.4850 -3.3617 -2.2294
H 2.5575 -1.5868 -2.2803
H 2.9536 -2.4312 -0.7874
H 0.7003 -4.4761 -0.9844
H 1.2517 -3.5780 0.4451
H -0.4463 -3.4815 -0.0605
H 0.4077 -2.9376 -3.2185
H -0.9587 -2.6569 -2.1397
H 0.9486 -0.4725 -3.0543
H -0.5945 -0.7738 -3.8142
H -5.9915 -0.3978 -2.4245
C 2.5960 3.0759 1.3298
C 1.4117 3.4082 0.4458
N 0.2073 2.6083 0.7589
C -0.1342 2.7210 2.2022
C -0.3409 4.1379 2.7201
C -0.8916 3.0523 -0.1174
C -2.2079 2.3153 0.1516
N -1.9562 0.9679 0.6365
C -2.9185 0.3776 1.3980
C -2.5800 -0.6425 2.3045
F -1.2702 -1.0043 2.3862
C -3.4945 -1.3043 3.0870
F -3.0549 -2.2587 3.9205
C -4.8404 -0.9942 3.0371
C -5.2110 -0.0079 2.1483
F -6.5070 0.3150 2.0223
C -4.2987 0.6521 1.3464
F -4.7818 1.5321 0.4431
H 3.5110 3.4638 0.8818
H 2.7271 2.0012 1.4446
H 2.5050 3.5097 2.3262
H 1.6552 3.2355 -0.5989
H 1.1590 4.4722 0.5352
H 0.6636 2.2281 2.7601
H -1.0336 2.1349 2.3664
H 0.5746 4.7291 2.7158
H -0.6935 4.0825 3.7503
H -1.0983 4.6785 2.1504
H -0.5612 2.8920 -1.1474
H -1.0570 4.1299 -0.0087
H -2.7833 2.3383 -0.7803
H -2.7953 2.8800 0.8823
H -5.5651 -1.5052 3.6521
B 4.1830 -0.1045 0.5116
N 3.4571 0.5511 -0.7613
C 4.2010 1.1443 -1.6992
C 3.3765 1.7362 -2.6440
C 2.0971 1.4395 -2.1983
N 2.1500 0.7285 -1.0659
N 3.3946 -1.2174 1.2344
C 3.9456 -2.3661 1.6697
C 3.0769 -2.9625 2.5607
C 1.9912 -2.0803 2.6112
N 2.1917 -1.0309 1.8196
H 5.1814 -0.6124 0.0638
H 4.4368 0.7865 1.2827
H 5.2752 1.0981 -1.6332
H 3.6636 2.2813 -3.5256
H 1.1366 1.6847 -2.6275
H 4.9206 -2.6636 1.3212
H 3.2089 -3.8892 3.0914
H 1.0701 -2.1643 3.1690
*
```

These are the Löwdin partial charges, in e, on atoms 1 to 4: number 1, Bi, carries 1.97; number 2, C, carries -0.08; number 3, N, carries -0.31; number 4, C, carries -0.08